Record 1
Computed, not measured: a molecular structure, C18H23F6N2O8TbTe, with the ωB97M-V functional and the def2-TZVPD basis.

```
59
Properties=species:S:1:pos:R:3:mulliken_charge:R:1
Tb -0.1312 -0.2091 -0.1212 0.79
C -2.4530 -0.7856 2.4307 -1.02
O -1.1345 -0.2576 2.2549 0.79
C -0.2456 -0.5786 3.3111 -0.65
C 0.6528 -1.7191 2.8886 -0.63
O 1.4140 -1.2400 1.7742 -0.11
C 2.4059 -2.1596 1.3211 -0.80
C 1.8504 -3.1026 0.2813 -0.56
O 1.5680 -2.3465 -0.8854 -0.04
C 1.1867 -3.2132 -1.9562 -0.96
H -2.8690 -0.4130 3.3689 0.37
H -3.0528 -0.4317 1.6002 0.18
H -2.4481 -1.8767 2.4192 0.29
H 0.3634 0.3070 3.5013 0.04
H -0.7950 -0.8439 4.2159 0.46
H 1.3327 -1.9946 3.6994 0.53
H 0.0541 -2.5880 2.5976 0.28
H 3.1993 -1.5557 0.8786 0.31
H 2.8129 -2.7184 2.1668 0.41
H 2.5919 -3.8758 0.0545 0.59
H 0.9369 -3.5873 0.6456 0.26
H 1.9061 -4.0312 -2.0458 0.46
H 0.1871 -3.6193 -1.7871 0.29
H 1.1953 -2.6319 -2.8718 0.14
O -0.7315 1.8470 -5.6570 -0.52
C 0.5952 1.8204 -5.5878 0.49
O 1.2876 2.1438 -6.5134 -0.57
C 1.2021 1.4078 -4.2908 0.05
C 2.5016 1.6575 -3.9107 -0.67
N 2.6689 1.0995 -2.7004 -0.30
N 1.5819 0.4737 -2.2656 0.17
C 0.6785 0.6502 -3.2256 0.21
C -0.6499 0.0603 -2.9599 1.37
O -1.6918 0.6394 -3.2213 -0.75
O -0.6011 -1.0679 -2.3134 -0.27
H -1.1920 1.5698 -4.8477 0.44
H 3.2767 2.1945 -4.4308 0.54
H 3.4856 1.1320 -2.1156 0.14
F -1.2053 -1.9960 0.0584 -0.73
Te -2.6331 -1.1016 -1.5982 1.27
F -3.8236 -1.8080 -0.2919 -0.40
F -4.2509 -0.2122 -2.0400 -0.37
F -2.8961 -1.5448 -3.4531 -0.38
F -2.3448 -2.9974 -1.7696 -0.37
O -2.1318 0.3197 -0.6066 -0.32
F -1.4942 3.4030 5.3276 -0.37
C -0.9788 3.1306 4.1037 0.52
C -1.8350 2.9111 3.0411 -0.75
C -1.2986 2.6118 1.8016 -0.27
C 0.0878 2.5069 1.5980 0.76
C 0.6347 2.1192 0.2675 -1.57
C 0.9121 2.7879 2.6945 -0.64
C 0.3898 3.0899 3.9459 -0.59
H -2.9049 2.9804 3.1926 0.48
H -1.9647 2.4404 0.9623 0.42
H 0.0930 2.6942 -0.4997 0.36
H 1.6823 2.4337 0.2133 0.46
H 1.9881 2.7710 2.5605 0.32
H 1.0335 3.3045 4.7896 0.43
```

Values from the calculation:
Expectation value of S²: 12.678
Multiplicity: 7
Maximum force, hartree/bohr: 0.11632
Gap between HOMO and LUMO (spin up / spin down), eV: 5.81 / 5.77
Charge: 0
ΔE to the lowest compared entry with this formula, charge and spin, eV: 4.319

Record 2
Computed, not measured: C18H23FN6O4 in the gas phase, with the ωB97M-V functional and the def2-TZVPD basis.

```
52
Properties=species:S:1:pos:R:3:mulliken_charge:R:1
C 3.6851 2.1941 -0.7051 -1.49
C 3.0780 0.8309 -0.7425 1.09
N 2.7079 0.2053 -1.8341 -0.77
C 2.2141 -1.0025 -1.4191 -0.53
C 2.2876 -1.1060 -0.0624 -0.34
N 2.8456 0.0761 0.3743 0.19
C 2.9851 0.4910 1.7648 0.49
C 3.7446 -0.5248 2.6043 -1.62
C 1.6038 0.8073 2.3774 0.20
O 1.3887 0.6744 3.5672 -0.68
N 0.7057 1.3182 1.5055 0.03
C -0.6545 1.6820 1.8719 -1.71
C -1.6713 0.5551 1.6701 0.50
C -1.6086 -0.5329 2.7401 -0.68
C -2.6757 -1.5947 2.4796 -0.79
C -2.5395 -2.1617 1.0728 -0.70
N -2.5477 -1.0866 0.0811 0.21
C -3.1047 -1.3201 -1.1355 0.58
O -4.0200 -2.0906 -1.3429 -0.65
C -2.5257 -0.5384 -2.2988 0.50
N -3.1195 0.6086 -2.6587 -0.64
C -2.5982 1.2099 -3.7118 0.29
O -3.1750 2.3636 -4.0788 -0.49
N -1.5598 0.7994 -4.4449 -0.61
C -0.9775 -0.3287 -4.0763 0.26
O 0.0641 -0.7899 -4.7678 -0.46
C -1.4422 -1.0424 -2.9729 0.92
F -0.8387 -2.1786 -2.5833 -0.45
C -1.5188 -0.0720 0.2829 -1.28
H 3.7314 2.5686 -1.7249 0.39
H 3.1009 2.8960 -0.1063 0.33
H 4.6984 2.1748 -0.3002 0.30
H 1.8359 -1.7307 -2.1186 0.54
H 1.9951 -1.8865 0.6198 0.38
H 3.5411 1.4299 1.7519 0.22
H 3.8548 -0.1501 3.6191 0.40
H 3.2071 -1.4709 2.6615 0.34
H 4.7286 -0.7032 2.1719 0.44
H 0.9624 1.3570 0.5332 0.22
H -0.6491 1.9991 2.9156 0.48
H -0.9391 2.5407 1.2611 0.55
H -2.6657 1.0149 1.7066 0.32
H -0.6157 -0.9946 2.7304 0.21
H -1.7293 -0.0900 3.7301 0.38
H -2.5950 -2.4067 3.2035 0.42
H -3.6717 -1.1570 2.5894 0.36
H -1.5888 -2.7037 0.9836 0.21
H -3.3513 -2.8441 0.8289 0.51
H -2.7047 2.6837 -4.8578 0.37
H 0.2598 -0.1461 -5.4617 0.36
H -1.6151 0.6968 -0.4841 0.64
H -0.5230 -0.5237 0.1894 0.23
```

Values from the calculation:
SMILES: Cc1nccn1[C@H](C)C(=O)NC[C@@H]1CCCN(C(=O)c2nc(O)nc(O)c2F)C1
Multiplicity: 1
Maximum force, hartree/bohr: 0.00867
Gap between HOMO and LUMO, eV: 9.40
Charge: 0
ΔE to the lowest compared entry with this formula, charge and spin, eV: 0.152

Record 3
Computed, not measured: a molecular structure, C18H23KN5O3, with the ωB97M-V functional and the def2-TZVPD basis.

```
50
Properties=species:S:1:pos:R:3:mulliken_charge:R:1
C 0.7677 5.5050 -5.0961 -1.13
C -0.0722 6.0236 -6.1969 0.99
H 1.3515 6.3889 -4.7737 0.37
H 1.4069 4.6026 -5.3365 0.29
C -1.2795 5.3601 -6.4652 1.12
C -1.7062 4.5237 -5.4768 -1.04
H -0.9475 4.0706 -4.8162 0.27
H -2.7159 4.1614 -5.5460 0.34
C 0.2711 7.1812 -7.0894 -1.48
H 1.0845 7.7978 -6.6909 0.38
H -0.5606 7.8925 -7.2520 0.33
H 0.5917 6.9030 -8.1138 0.31
C -2.0967 5.5089 -7.7589 -1.48
H -1.5731 5.3290 -8.7146 0.33
H -2.5874 6.4759 -7.9348 0.32
H -2.9292 4.7875 -7.7740 0.38
K 0.3094 -0.0412 -0.6721 0.95
O -0.2227 2.2060 -2.2090 -0.69
C -1.0738 3.1202 -2.2812 0.56
O -2.1137 0.6367 -0.8488 -0.68
C -2.6588 1.7414 -0.8338 0.44
O -3.8236 1.9332 -0.1795 -0.33
N -2.2035 2.9568 -1.4061 0.29
C -4.1808 3.3486 -0.2797 -0.42
C -3.2203 3.9921 -1.2489 -0.52
H -4.0851 3.7891 0.7188 0.24
H -5.2311 3.4347 -0.5906 0.31
H -2.7865 4.9232 -0.8420 0.35
H -3.7608 4.1829 -2.1973 0.31
C -1.0830 4.4144 -3.0136 -0.32
C 0.0510 5.2266 -3.5228 -0.66
H -2.0806 4.9027 -3.0991 0.26
H 1.0281 4.8159 -2.9847 0.25
H -0.0973 6.3380 -3.3870 0.27
N 0.5348 -2.5926 3.5674 -0.06
C -0.8486 -2.5503 3.7283 -0.53
C -1.3400 -1.8437 2.6424 -0.30
N -0.2594 -1.4982 1.8436 -0.12
C 0.8621 -1.9437 2.4172 0.10
C 2.2056 -1.7633 1.9179 0.01
N 2.5115 -1.1208 0.7934 -0.12
C 3.8886 -1.1920 0.6574 -0.33
C 4.4102 -1.9048 1.7222 -0.50
N 3.3331 -2.2421 2.5255 -0.05
H 1.1561 -3.0304 4.2334 0.21
H -1.4015 -2.9896 4.5512 0.39
H -2.3789 -1.5523 2.3812 0.41
H 4.4111 -0.7233 -0.1846 0.40
H 5.4273 -2.1966 1.9220 0.40
H 3.3874 -2.7213 3.4023 0.19
```

Values from the calculation:
Multiplicity: 1
Maximum force, hartree/bohr: 0.06700
Gap between HOMO and LUMO (spin up / spin down), eV: 5.69 / 7.98
Charge: +1
ΔE to the lowest compared entry with this formula, charge and spin, eV: 3.054